C6H12 | ωB97M-V with the def2-TZVPD basis set

```
18
Properties=species:S:1:pos:R:3
C -1.70531 0.99539 0.44904
C -1.72898 -0.31651 -0.30488
C -0.47776 -0.81002 -0.96734
C -1.00104 -1.50405 0.26130
H -2.56242 1.07675 1.12763
H -1.72781 1.85509 -0.23143
H -0.79416 1.07511 1.05566
H -2.66041 -0.52659 -0.82727
H 0.40726 -0.19216 -0.86991
H -0.55491 -1.33679 -1.91334
H -0.46677 -1.36022 1.19889
H -1.43716 -2.49393 0.14742
C 2.57282 1.15038 -0.19117
C 2.35278 0.03381 0.49278
H 3.06621 1.13584 -1.16043
H 2.24600 2.12010 0.17778
H 1.82877 0.03980 1.44688
H 2.64288 -0.94199 0.10840
```

As for the HOMO energy: -9.939 eV. For the gap between HOMO and LUMO, the calculation gives 0.41097 hartree. The SMILES is CC1CC1.C=C.

Want to see where the charge sits? The Löwdin charges in e are: -0.0781, -0.3550, -0.1395, -0.1344, 0.0729, 0.0747, 0.0690, 0.1265, 0.0521, 0.0972, 0.0903, 0.0932, -0.0807, -0.1027, 0.0517, 0.0510, 0.0517, 0.0601

***

C6H12 | ωB97M-V with the def2-TZVPD basis set

```
18
Properties=species:S:1:pos:R:3
C 0.33074 -1.76424 1.50338
C 0.19324 -1.17376 0.31757
C 1.26931 -0.39001 -0.39532
C 0.97029 -0.17163 -1.87898
H -0.50304 -2.27324 1.98013
H 1.27033 -1.74114 2.05503
H -0.77809 -1.20776 -0.17811
H 2.23554 -0.89478 -0.26783
H 1.37216 0.59308 0.08655
H 0.73740 -1.11517 -2.38509
H 0.10754 0.49421 -2.00437
H 1.82178 0.28627 -2.39372
C -1.52151 1.34299 1.22014
C -1.49789 1.79531 -0.02846
H -0.69906 1.51853 1.90909
H -2.34710 0.74367 1.59638
H -0.65710 2.37095 -0.40924
H -2.30453 1.58672 -0.72716
```

As for the HOMO energy: -9.330 eV. For the gap between HOMO and LUMO, the calculation gives 0.38831 hartree. The SMILES is C=CCC.C=C.

Want to see where the charge sits? The Löwdin charges in e are: -0.0174, -0.2261, -0.2745, -0.1208, 0.0495, 0.0583, 0.0972, 0.1083, 0.1014, 0.0738, 0.0542, 0.0698, -0.0888, -0.0975, 0.0551, 0.0547, 0.0504, 0.0525

***

C6H12 | ωB97M-V with the def2-TZVPD basis set

```
18
Properties=species:S:1:pos:R:3
C -0.26636 1.76777 0.71940
C -0.73286 0.31931 0.54735
C 0.33010 -0.65702 1.08272
C 1.27773 -0.89239 -0.11439
C 0.40387 -0.74104 -1.38644
C -0.93851 -0.14592 -0.90176
H 0.79925 1.89128 0.49008
H -0.41337 2.06692 1.76387
H -0.83560 2.46234 0.09200
H -1.69538 0.22918 1.06127
H -0.12765 -1.60176 1.40427
H 0.86413 -0.24651 1.94862
H 2.08708 -0.14990 -0.11475
H 1.76333 -1.87329 -0.05759
H 0.89883 -0.11828 -2.13724
H 0.23886 -1.71319 -1.86352
H -1.35078 0.66090 -1.51415
H -1.69148 -0.94067 -0.90215
```

As for the HOMO energy: -10.893 eV. For the gap between HOMO and LUMO, the calculation gives 0.44326 hartree. The SMILES is CC1CCCC1.

Want to see where the charge sits? The Löwdin charges in e are: -0.0740, -0.3872, -0.1758, -0.1905, -0.1792, -0.1718, 0.0779, 0.0762, 0.0737, 0.1269, 0.1103, 0.1074, 0.0988, 0.0997, 0.0991, 0.0979, 0.1046, 0.1058

***

C6H12 | ωB97M-V with the def2-TZVPD basis set

```
18
Properties=species:S:1:pos:R:3
C -1.44219 -1.65974 0.05050
C -0.46814 -1.18852 -0.72491
C -0.04568 0.25050 -0.89372
C -1.05856 1.27002 -0.37106
C 1.34445 0.39405 -0.22814
C 1.32743 0.14829 1.27848
H -2.12861 -1.00988 0.58876
H -1.57265 -2.73069 0.17511
H 0.16970 -1.91089 -1.23920
H 0.08563 0.43309 -1.97136
H -0.67883 2.28927 -0.50821
H -1.26382 1.13482 0.69649
H -2.01263 1.19228 -0.90451
H 2.02700 -0.31647 -0.71616
H 1.75139 1.39697 -0.40598
H 0.82392 -0.78506 1.52833
H 0.80936 0.96551 1.79148
H 2.35054 0.11622 1.66845
```

As for the HOMO energy: -9.605 eV. For the gap between HOMO and LUMO, the calculation gives 0.39628 hartree. The SMILES is C=C[C@@H](C)CC.

Want to see where the charge sits? The Löwdin charges in e are: 0.0037, -0.1742, -0.3965, -0.0861, -0.2367, -0.1089, 0.0561, 0.0530, 0.1056, 0.1335, 0.0801, 0.0693, 0.0820, 0.1064, 0.1075, 0.0644, 0.0699, 0.0713

***

C6H12 | ωB97M-V with the def2-TZVPD basis set

```
18
Properties=species:S:1:pos:R:3
C 1.28518 0.52276 -1.08397
C -0.21615 0.60144 -0.05438
C -0.23153 1.75102 0.95815
C -0.15131 -0.79238 0.45550
C -1.41108 -1.46869 0.72329
C 0.24862 -1.56467 -0.71988
H 1.66453 -0.04247 -1.98744
H 1.11856 1.51136 -1.47803
H 2.11806 0.52517 -0.37140
H -1.03996 0.71579 -0.77790
H -1.20113 1.89140 1.46030
H 0.51792 1.60062 1.74493
H -0.01053 2.68858 0.44360
H 0.57440 -0.89373 1.26894
H -1.65677 -1.91753 1.68972
H -2.24375 -1.33350 0.04431
H -0.32982 -1.46855 -1.62967
H 0.99155 -2.34960 -0.71351
```

As for the HOMO energy (alpha / beta): -7.650 / -7.433 eV. For the gap between HOMO and LUMO (alpha / beta), the calculation gives 0.31807 / 0.30311 hartree.

Want to see where the charge sits? The Löwdin charges in e are: -0.0536, -0.2916, -0.0744, -0.5920, 0.0629, 0.0231, 0.0765, 0.0328, 0.0605, 0.1290, 0.0797, 0.0770, 0.0692, 0.1491, 0.0522, 0.0500, 0.0773, 0.0723

***

C6H12 | ωB97M-V with the def2-TZVPD basis set

```
18
Properties=species:S:1:pos:R:3
C -1.20170 -1.05535 0.55544
C -0.34629 0.07222 0.07225
C -0.99881 1.22105 -0.62702
C 0.65215 0.53589 1.14056
C 1.65483 -0.14198 0.03339
C 0.70038 -0.61319 -1.06760
H -1.67941 -1.48127 -0.32632
H -0.57536 -1.82926 1.02449
H -1.94004 -0.72583 1.28997
H -1.47814 0.80941 -1.51481
H -0.23583 1.94816 -0.94354
H -1.71656 1.73903 0.01291
H 0.77368 1.62841 1.31241
H 0.62686 0.04692 2.13933
H 2.11909 -0.97269 0.53512
H 2.29210 0.65489 -0.30528
H 0.59509 -1.70783 -1.25925
H 0.75797 -0.12858 -2.07205
```

As for the HOMO energy: -8.416 eV. For the gap between HOMO and LUMO, the calculation gives 0.34664 hartree.

Want to see where the charge sits? The Löwdin charges in e are: -0.0690, -0.5907, -0.0693, -0.1024, -0.1744, -0.1093, 0.0834, 0.0920, 0.0857, 0.0837, 0.0918, 0.0855, 0.1031, 0.1029, 0.0925, 0.0918, 0.1012, 0.1017

***

C6H12 | ωB97M-V with the def2-TZVPD basis set

```
18
Properties=species:S:1:pos:R:3
C -1.05702 1.38815 -0.53392
C -0.18278 0.33058 -1.12318
C 0.03058 -1.02416 -0.57522
C -0.87150 -1.39962 0.58888
C 1.27328 -0.20754 -0.37327
C 1.60578 0.26197 1.02951
H -0.99673 2.31763 -1.11185
H -0.77338 1.62139 0.49588
H -2.09601 1.04962 -0.53887
H -0.14787 0.33360 -2.22112
H 0.08521 -1.82444 -1.30973
H -1.87917 -1.58006 0.19339
H -0.96203 -0.61641 1.34743
H -0.53503 -2.31340 1.08340
H 1.35057 0.56869 -1.18994
H 0.75474 0.63980 1.61352
H 2.38150 1.03284 1.01771
H 2.01986 -0.57864 1.60735
```

As for the HOMO energy: -7.693 eV. For the gap between HOMO and LUMO, the calculation gives 0.32233 hartree. The SMILES is C[C@H]1[C@@H](C)[C@H]1C.

Want to see where the charge sits? The Löwdin charges in e are: -0.0752, -0.2645, -0.3422, -0.0646, -0.1810, -0.1098, 0.0799, 0.0684, 0.0796, 0.1358, 0.1245, 0.0837, 0.0676, 0.0783, 0.1156, 0.0532, 0.0701, 0.0807

***

C6H12Ag3BBr6F4 | ωB97M-V with the def2-TZVPD basis set

```
32
Properties=species:S:1:pos:R:3
Ag -6.00036 17.19895 -14.77120
Ag -8.98318 19.54851 -14.09617
Ag -6.13799 19.11750 -11.87226
B -6.79898 20.85606 -14.09909
F -7.64681 21.10158 -15.16937
F -7.50670 20.83107 -12.89667
F -6.23700 19.59941 -14.29615
F -5.75082 21.71008 -14.16584
Br -8.79760 19.80402 -19.60633
C -8.64611 21.41553 -18.48699
C -8.08103 22.66040 -19.21641
Br -7.71852 24.01892 -17.81020
H -8.00475 21.19561 -17.63353
H -9.57377 21.73177 -18.01001
H -8.84732 23.13063 -19.83267
H -7.17670 22.46584 -19.79298
Br -8.74204 24.42209 -13.48731
C -7.22743 25.58159 -14.23202
C -6.06951 24.60323 -14.68548
Br -4.41395 25.73705 -15.02679
H -6.84442 26.26887 -13.47768
H -7.61345 26.14107 -15.08411
H -6.29489 23.82501 -15.41464
H -5.92162 24.00908 -13.78369
Br -2.56477 18.99085 -15.66863
C -2.70070 20.84198 -14.88910
C -2.99748 21.85549 -15.97069
Br -1.44851 21.86495 -17.24876
H -1.84506 21.03166 -14.24101
H -3.53559 20.82257 -14.18860
H -2.99418 22.82404 -15.47070
H -3.98635 21.69432 -16.39994
```

As for the HOMO energy: -14.328 eV. For the gap between HOMO and LUMO, the calculation gives 0.12872 hartree. The charge is +2.

Want to see where the charge sits? The Löwdin charges in e are: 0.8894, 0.9596, 0.9501, -1.4557, 0.1301, 0.0736, 0.0223, 0.2045, 0.6060, -0.7296, -0.6035, 0.6740, -0.0008, 0.0548, 0.0595, 0.0625, 0.5477, -0.5674, -0.6722, 0.6015, 0.0542, 0.0503, -0.0213, 0.0160, 0.5557, -0.6386, -0.6438, 0.6233, 0.0742, 0.0198, 0.0394, 0.0647

***

C6H12AuClI2NOP | ωB97M-V with the def2-TZVPD basis set

```
25
Properties=species:S:1:pos:R:3
I 0.89109 2.06646 -1.67149
I 0.10071 -1.55765 2.33705
Au 0.36893 0.33235 0.37933
P -1.15299 -0.85682 -1.01650
C -0.36898 -2.13953 -2.05304
C -2.48649 -1.72249 -0.12356
H -2.46787 1.05213 -1.64187
H -2.89802 -0.38722 -2.62277
H -1.40868 0.54941 -2.97465
C -2.07577 0.19130 -2.18916
H -2.93193 -1.02152 0.58702
H -3.24111 -2.06376 -0.83990
H -1.11302 -2.64940 -2.67295
H 0.12750 -2.86884 -1.40682
H -2.07891 -2.56954 0.43010
H 0.37949 -1.66796 -2.69620
C 1.87145 -0.59849 -0.16758
O 2.80877 -1.17994 -0.50849
Cl -1.58908 1.53802 1.10012
C 3.19164 2.87526 3.28156
C 2.29427 2.06684 2.35891
N 1.54976 1.39613 1.59342
H 2.76910 3.89301 3.40946
H 4.20623 2.94862 2.83901
H 3.25393 2.37363 4.26901
```

As for the HOMO energy (alpha / beta): -15.683 / -15.012 eV. For the gap between HOMO and LUMO (alpha / beta), the calculation gives 0.22756 / 0.10872 hartree. The charge is +2. The spin multiplicity is 3.

Want to see where the charge sits? The Löwdin charges in e are: 0.5744, 0.5700, 0.2977, 0.6732, -0.1991, -0.2591, 0.0363, 0.0833, 0.0168, -0.2628, 0.0386, 0.0835, 0.0885, 0.0646, 0.0182, 0.0640, -0.4322, 0.2393, 0.0329, 0.0092, 0.0158, -0.1010, 0.1172, 0.1151, 0.1156

***

C6H12BN2O3 | ωB97M-V with the def2-TZVPD basis set

```
24
Properties=species:S:1:pos:R:3
C 3.99985 1.61689 -0.30725
C 2.80008 1.03742 0.44949
N 1.94742 0.27905 -0.13790
C 0.79611 -0.38421 -0.02015
N -0.30050 0.36883 -0.08944
C -1.61578 -0.11728 0.04564
C -2.73021 0.72869 -0.00632
B -4.20325 0.20219 -0.06782
O -4.37094 -1.02318 0.44107
O -5.17168 1.12002 -0.56776
O 0.65754 -1.66264 0.28197
C 1.82618 -2.48370 0.03106
H 3.66667 2.59040 -0.43908
H 4.85542 1.81571 0.34863
H 4.40718 1.03615 -1.09584
H 2.71600 1.44730 1.47850
H -0.11412 1.34691 -0.36620
H -1.61823 -1.24560 0.04177
H -2.51653 1.76904 -0.37650
H -5.27434 -1.35739 0.29142
H -6.03158 0.98257 -0.06582
H 1.47469 -3.34411 -0.36217
H 2.26300 -2.80880 1.06426
H 2.53702 -1.91426 -0.57156
```

As for the HOMO energy: -12.588 eV. For the gap between HOMO and LUMO, the calculation gives 0.32411 hartree. The charge is +1. The SMILES is C/C=N/C(=[NH+]/C=C/B(O)O)OC.

Want to see where the charge sits? The Löwdin charges in e are: -0.0156, -0.0457, 0.1553, -0.3497, 0.1219, -0.0546, 0.0833, -0.6619, 0.1899, 0.1076, 0.0220, 0.0250, 0.0679, 0.0961, 0.0802, 0.1516, 0.1883, 0.1515, 0.1149, 0.1330, 0.1342, 0.0589, 0.1480, 0.0981

***

C6H12Cl12F12O4P3V2 | ωB97M-V with the def2-TZVPD basis set

```
51
Properties=species:S:1:pos:R:3
V 0.82080 -2.45499 -0.58646
V 0.45380 0.49878 1.63129
P 0.31276 -0.08625 -0.67858
O 0.66042 -0.91786 -1.94145
O -0.42484 -0.97705 0.26871
O 0.28845 1.39923 -0.23492
O 1.52413 -0.53135 0.16681
P 1.02353 -4.68692 1.46069
F -0.05935 -5.81507 1.69459
F 2.06032 -5.92525 1.45166
F 0.72492 -4.71027 -0.14163
F 2.07433 -3.51072 1.14253
F -0.08173 -3.52672 1.40139
F 1.32183 -4.59015 3.07966
P -0.08198 -0.62630 4.29395
F -0.78151 -2.14139 4.38833
F -1.19757 -0.06835 3.20513
F -0.90042 -0.23633 5.67005
F 0.63719 0.80324 4.19331
F 1.07062 -1.21317 5.26749
F 0.80642 -1.12178 3.01659
C 3.58964 1.72080 0.56094
Cl 2.57632 1.81026 2.04036
Cl 4.60432 3.13037 0.35033
H 4.26976 0.86960 0.52948
H 2.81514 1.64771 -0.20255
C -3.56041 -0.68797 0.52549
Cl -4.52737 -0.16385 1.93455
Cl -4.48669 -1.17283 -0.86145
H -2.93381 0.17678 0.30720
H -2.85526 -1.48337 0.76677
C -2.37889 2.37002 -2.36980
Cl -3.41316 3.00263 -1.09636
Cl -3.28829 2.26456 -3.89944
H -1.47461 2.97834 -2.38793
H -2.10619 1.37843 -2.00858
C -0.97192 4.31571 1.22897
Cl -0.94304 2.91878 2.39480
Cl 0.39086 5.44954 1.49318
H -0.90581 3.91702 0.21666
H -1.91648 4.85331 1.31210
C 2.72630 0.82051 -3.27366
Cl 2.57561 0.20091 -4.88402
Cl 4.01581 2.07607 -3.21038
H 1.77162 1.21863 -2.92988
H 3.04517 -0.00435 -2.63645
C -1.23560 -0.69561 -4.45995
Cl -1.23968 0.47528 -5.81734
Cl -2.90162 -1.15215 -4.04137
H -0.74147 -1.64070 -4.68523
H -0.75235 -0.15578 -3.64561
```

As for the HOMO energy (alpha / beta): -6.239 / -7.373 eV. For the gap between HOMO and LUMO (alpha / beta), the calculation gives 0.28897 / 0.32020 hartree. The charge is -1. The spin multiplicity is 7.

Want to see where the charge sits? The Löwdin charges in e are: 1.0998, 0.6196, 0.0138, -0.3917, -0.3926, -0.3795, -0.4573, 0.1590, -0.1173, -0.1404, -0.1947, -0.1533, -0.1580, -0.1432, 0.2507, -0.1669, -0.2091, -0.1574, -0.1878, -0.1482, -0.1859, -0.9576, 0.6601, 0.5375, 0.0503, -0.0062, -1.0685, 0.5048, 0.5268, -0.0130, 0.0222, -1.0140, 0.5448, 0.4978, 0.0379, -0.0074, -0.9356, 0.5824, 0.5030, -0.0101, 0.0275, -1.0524, 0.5460, 0.4870, 0.0154, 0.0203, -1.0042, 0.4546, 0.4807, 0.0317, -0.0214

***

C6H12ClErI2NOP | ωB97M-V with the def2-TZVPD basis set

```
25
Properties=species:S:1:pos:R:3
I 2.16193 -1.87254 1.26383
I -0.20776 -2.65811 1.96424
Er -0.79331 2.14071 0.57875
P -0.46471 0.44353 -1.43255
C -0.10033 -1.30075 -1.66303
C -2.18514 0.64667 -2.06441
H 0.43989 2.39617 -2.56865
H -0.11416 1.11286 -3.71976
H 1.44614 0.94522 -2.83698
C 0.41527 1.31561 -2.77650
H -2.61547 1.61309 -1.74607
H -2.12642 0.59230 -3.16204
H -0.28312 -1.63185 -2.69008
H -0.70349 -1.90480 -0.97862
H -2.82488 -0.16302 -1.68920
H 0.94666 -1.49295 -1.40906
C 0.93570 -4.45579 -0.69621
O 1.36091 -5.28051 -0.04746
Cl -0.88694 4.53323 0.21876
C 1.07832 0.69118 4.67228
C 0.66713 1.02458 3.35043
N 0.29087 1.44544 2.32386
H 0.88605 -0.37417 4.87133
H 0.53743 1.29460 5.41395
H 2.13942 0.93930 4.82319
```

As for the HOMO energy (alpha / beta): -15.393 / -15.393 eV. For the gap between HOMO and LUMO (alpha / beta), the calculation gives 0.25671 / 0.26264 hartree. The charge is +2. The spin multiplicity is 4.

Want to see where the charge sits? The Löwdin charges in e are: 0.2283, 0.2114, 1.1223, 0.6664, -0.3177, -0.2479, 0.0511, 0.0712, 0.0693, -0.2345, 0.0432, 0.0725, 0.0861, -0.0055, 0.0675, -0.0185, -0.0884, 0.0203, -0.0597, 0.0143, -0.1554, 0.0164, 0.1192, 0.1335, 0.1349

***

These records have energy above the lowest of the compared OMol25 structures with the same formula, charge and spin values of 50.0 46.7 4.3 19.7 125.0 51.5 77.8 73.6 18.5 36.1 0.0 27.3 kcal/mol, in the order they appear.
These records have molecular weight values of 84.16 84.16 84.16 84.16 84.16 84.16 84.16 973.99 631.37 170.98 996.38 601.66 g/mol, in the order they appear.